No. 1
# C42H43Br2LaN10O2P

C42H43Br2LaN10O2P as an isolated structure in a non-equilibrium geometry (wB97M-V/def2-TZVPD, OMol25).

Structure (XYZ):
```
101
Properties=species:S:1:pos:R:3
La 14.030 -5.386 15.517
C 15.128 -3.083 19.813
C 14.815 -3.368 18.496
N 14.456 -4.582 18.140
C 14.446 -5.571 19.054
C 14.559 -5.184 20.449
N 14.924 -3.997 20.797
C 14.118 -6.996 18.615
C 14.437 -8.041 19.504
C 13.993 -9.342 19.157
C 13.460 -9.602 17.848
C 13.269 -8.520 17.027
N 13.797 -7.279 17.358
C 12.616 -8.622 15.759
C 11.790 -9.763 15.365
N 11.160 -9.822 14.198
C 11.267 -8.753 13.374
C 11.824 -7.608 13.819
N 12.595 -7.582 14.901
C 13.924 -10.384 20.175
C 14.644 -10.277 21.306
C 14.454 -11.231 22.301
N 13.518 -12.167 22.305
C 12.861 -12.341 21.145
C 12.958 -11.440 20.118
H 15.461 -2.116 20.077
H 14.914 -2.565 17.804
H 14.565 -5.904 21.282
H 15.023 -7.809 20.412
H 13.286 -10.608 17.513
H 11.739 -10.661 15.942
H 10.746 -8.842 12.455
H 11.859 -6.722 13.183
H 15.366 -9.496 21.500
H 15.062 -11.133 23.228
H 12.245 -13.219 21.109
H 12.578 -11.601 19.135
C 5.318 -7.380 12.746
C 4.527 -6.406 13.383
C 4.640 -5.247 12.669
C 5.335 -5.534 11.460
C 5.860 -6.806 11.565
H 5.562 -8.381 13.101
H 3.991 -6.558 14.313
H 4.253 -4.260 12.912
H 5.442 -4.857 10.594
H 6.693 -7.230 11.027
Br 16.604 -1.467 12.696
C 17.321 -2.492 14.134
C 18.620 -2.174 14.519
C 19.129 -2.726 15.672
Br 20.722 -2.060 16.267
C 18.541 -3.899 16.256
C 19.257 -4.891 17.002
C 18.727 -6.119 17.251
C 17.411 -6.337 16.787
N 16.668 -5.458 16.078
C 17.246 -4.217 15.801
C 16.506 -3.434 14.805
O 15.233 -3.471 14.628
H 19.219 -1.444 14.009
H 20.263 -4.562 17.343
H 19.295 -6.780 17.835
H 16.961 -7.291 17.007
C 13.757 -7.131 10.782
P 14.904 -6.051 11.709
C 16.556 -6.634 11.214
C 14.557 -4.382 11.014
O 14.711 -6.100 13.195
H 13.967 -7.085 9.717
H 12.743 -6.745 10.974
H 13.872 -8.118 11.222
H 16.477 -6.711 10.140
H 16.793 -7.632 11.668
H 17.249 -5.822 11.465
H 14.446 -3.726 11.890
H 13.578 -4.377 10.511
H 15.304 -4.041 10.233
C 11.108 -0.269 15.947
C 12.531 -0.628 15.455
N 12.682 -2.069 15.332
C 11.609 -2.947 15.444
N 11.886 -4.237 15.705
C 10.662 -5.036 15.989
C 9.546 -4.787 14.991
C 9.170 -3.348 14.961
N 10.309 -2.414 15.320
C 10.140 -0.974 15.013
H 11.000 0.789 15.934
H 10.937 -0.662 16.991
H 13.319 -0.240 16.094
H 12.580 -0.136 14.450
H 13.604 -2.407 15.046
H 10.359 -4.728 17.038
H 10.950 -6.095 16.052
H 8.673 -5.441 15.189
H 9.898 -5.096 14.016
H 8.349 -3.057 15.584
H 8.901 -3.007 13.956
H 9.087 -0.670 15.128
H 10.388 -0.900 13.939
```

The calculation puts the LUMO energy (spin up / spin down) at -4.7 / -4.7 eV. For the maximum force, the calculation gives 3.53 eV/Å. The HOMO-LUMO gap (spin up / spin down) is 0.0569 / 0.0569 hartree. The net charge is +1. Its energy relative to the best compared isomer or geometry (same formula, charge and spin) is 338.7 kJ/mol.

No. 2
# C42H43Cl2N7O7SSiV

C42H43Cl2N7O7SSiV as an isolated structure (wB97M-V/def2-TZVPD, OMol25).

Structure (XYZ):
```
104
Properties=species:S:1:pos:R:3
V 0.593 0.559 -0.456
C -1.944 -1.293 0.258
N -1.189 -0.339 1.020
C -1.946 0.835 1.406
C -0.980 1.947 1.660
N 0.181 2.024 1.077
C 0.823 3.118 1.653
C 2.109 3.604 1.460
C 2.500 4.685 2.227
C 1.642 5.269 3.171
C 0.361 4.785 3.377
C -0.021 3.701 2.599
N -1.179 2.933 2.573
C -2.114 -0.756 -1.131
N -1.286 0.103 -1.658
C -1.744 0.302 -2.957
C -1.193 1.044 -3.993
C -1.845 1.039 -5.211
C -3.017 0.292 -5.410
C -3.558 -0.481 -4.396
C -2.894 -0.464 -3.176
N -3.117 -1.123 -1.976
H -1.365 -2.217 0.196
H -2.934 -1.555 0.675
H -0.709 -0.684 1.915
H -2.642 1.137 0.613
H -2.533 0.661 2.322
H 2.769 3.139 0.745
H 3.497 5.085 2.099
H 1.991 6.110 3.755
H -0.299 5.219 4.117
H -1.970 3.007 3.186
H -0.271 1.580 -3.831
H -1.434 1.618 -6.029
H -3.501 0.308 -6.379
H -4.446 -1.080 -4.553
H -3.794 -1.840 -1.784
C 0.819 4.440 -8.061
C 0.895 4.161 -6.583
C 1.886 3.346 -6.053
C 1.951 3.088 -4.689
C 1.018 3.647 -3.831
C 0.018 4.461 -4.348
C -0.038 4.714 -5.709
S 1.078 3.351 -2.053
O 2.059 4.329 -1.615
O -0.296 3.541 -1.630
N 1.509 1.865 -1.814
C 2.958 1.580 -1.876
C 3.451 0.868 -0.606
O 4.659 0.647 -0.512
O 2.548 0.567 0.245
H 1.569 3.868 -8.607
H 0.985 5.498 -8.275
H -0.161 4.178 -8.466
H 2.616 2.895 -6.717
H 2.717 2.433 -4.298
H -0.725 4.865 -3.674
H -0.831 5.342 -6.103
H 3.565 2.481 -2.002
H 3.166 0.907 -2.715
C -0.573 0.479 5.603
Si 0.764 -0.327 4.509
C 2.145 0.952 4.364
C 1.473 -1.749 5.544
O 0.183 -0.814 3.117
H -0.213 0.689 6.615
H -1.447 -0.175 5.676
H -0.897 1.428 5.163
H 2.802 0.926 5.240
H 1.761 1.971 4.260
H 2.745 0.740 3.475
H 1.747 -1.418 6.551
H 2.368 -2.151 5.063
H 0.757 -2.570 5.630
Cl -2.324 -5.615 -1.459
C -2.885 -5.157 0.125
C -4.234 -5.275 0.391
C -4.728 -4.926 1.641
C -3.850 -4.416 2.581
C -2.500 -4.271 2.298
Cl -1.546 -3.380 3.431
C -1.944 -4.683 1.066
N -0.634 -4.578 0.710
C 0.506 -4.743 1.523
C 0.579 -5.828 2.390
C 1.702 -6.042 3.169
C 2.782 -5.179 3.054
C 2.711 -4.115 2.167
C 1.584 -3.861 1.386
C 1.552 -2.577 0.597
C 1.006 -2.520 -0.833
O 0.631 -3.558 -1.427
O 1.004 -1.368 -1.348
H -4.884 -5.657 -0.385
H -5.782 -5.021 1.864
H -4.204 -4.070 3.543
H -0.376 -4.362 -0.272
H -0.272 -6.498 2.452
H 1.732 -6.879 3.857
H 3.669 -5.322 3.657
H 3.543 -3.425 2.091
H 2.561 -2.162 0.540
H 1.026 -1.836 1.212
```

The calculation puts the LUMO energy (spin up / spin down) at 3.8 / 3.8 eV. The multiplicity is 2. For the maximum force, the calculation gives 0.88 eV/Å. The expectation value of S² is 0.7766. The HOMO-LUMO gap (spin up / spin down) is 0.1558 / 0.1350 hartree. The net charge is -2.

No. 3
# C42H43N3O3P2PtS2Te

C42H43N3O3P2PtS2Te as an isolated structure in a non-equilibrium geometry (wB97M-V/def2-TZVPD, OMol25).

Structure (XYZ):
```
97
Properties=species:S:1:pos:R:3
Pt -0.266 -0.301 0.041
Te 2.610 -2.408 3.022
C 4.240 -1.304 3.772
C 4.049 -0.146 4.514
C 5.172 0.563 4.918
N 6.420 0.182 4.652
C 6.586 -0.948 3.973
C 5.532 -1.725 3.500
C 1.671 -0.692 2.186
P 2.243 -0.345 0.533
C 1.613 -1.484 -0.735
C 1.388 -2.856 -0.465
C 1.100 -3.738 -1.491
C 1.022 -3.288 -2.806
C 1.240 -1.953 -3.098
C 1.549 -1.058 -2.080
C 4.033 -0.344 0.407
C 4.698 -1.423 -0.169
C 6.082 -1.405 -0.249
C 6.793 -0.312 0.233
C 6.129 0.772 0.791
C 4.745 0.763 0.871
P 0.389 0.177 2.882
C 0.351 -0.074 4.669
C 0.222 -1.336 5.255
C 0.211 -1.467 6.633
C 0.322 -0.344 7.443
C 0.424 0.913 6.870
C 0.432 1.053 5.489
C 0.581 1.938 2.584
C -0.493 2.811 2.413
C -0.259 4.173 2.287
C 1.036 4.669 2.336
C 2.108 3.805 2.524
C 1.884 2.443 2.651
H 3.059 0.203 4.781
H 5.062 1.476 5.495
H 7.611 -1.248 3.780
H 5.734 -2.619 2.924
H 1.443 -3.218 0.552
H 0.942 -4.786 -1.269
H 0.801 -3.986 -3.603
H 1.187 -1.605 -4.122
H 1.798 -0.035 -2.324
H 4.143 -2.272 -0.547
H 6.606 -2.243 -0.687
H 7.873 -0.304 0.166
H 6.688 1.622 1.158
H 4.221 1.615 1.288
H 0.128 -2.222 4.649
H 0.114 -2.450 7.076
H 0.318 -0.452 8.520
H 0.491 1.793 7.495
H 0.501 2.045 5.065
H -1.508 2.443 2.376
H -1.095 4.848 2.156
H 1.209 5.734 2.247
H 3.116 4.193 2.592
H 2.711 1.773 2.849
C -1.306 -6.020 0.233
C -1.553 -4.586 0.592
C -1.991 -3.670 -0.359
C -2.230 -2.348 -0.024
C -2.017 -1.938 1.301
C -1.611 -2.852 2.280
C -1.369 -4.156 1.916
S -2.459 -0.304 1.767
O -3.718 -0.193 2.393
O -1.365 0.093 2.821
O -2.244 0.509 0.543
H -1.608 -6.236 -0.790
H -1.859 -6.683 0.900
H -0.249 -6.270 0.343
H -2.175 -3.998 -1.374
H -2.647 -1.662 -0.751
H -1.526 -2.537 3.313
H -1.064 -4.872 2.669
C 2.838 4.065 -1.906
C 2.741 2.638 -2.420
N 1.423 2.330 -3.001
C 0.333 1.976 -2.333
S 0.458 1.840 -0.584
N -0.792 1.803 -3.001
C -2.134 1.597 -2.436
C -2.892 2.905 -2.291
H 3.826 4.235 -1.479
H 2.091 4.248 -1.131
H 2.691 4.786 -2.711
H 2.930 1.923 -1.620
H 3.470 2.452 -3.207
H 1.301 2.596 -3.971
H -0.769 2.003 -3.994
H -2.021 1.110 -1.476
H -2.651 0.908 -3.102
H -2.352 3.589 -1.633
H -3.872 2.715 -1.855
H -3.042 3.392 -3.255
```

The calculation puts the LUMO energy (spin up / spin down) at -7.4 / -7.4 eV. For the maximum force, the calculation gives 2.37 eV/Å. The HOMO-LUMO gap (spin up / spin down) is 0.1781 / 0.1781 hartree. The net charge is +2. Its energy relative to the best compared isomer or geometry (same formula, charge and spin) is 283.5 kJ/mol.